Here is the molecule C4H5NO2 from the OMol25 dataset. Energies are from the ωB97M-V functional and the def2-TZVPD basis.

## Properties
SMILES: O=C[C@H]1CN1C=O

Structure (XYZ):
```
12
Properties=species:S:1:pos:R:3:forces:R:3
O 1.20261 -1.40189 -0.96219 0.1 0.5 -0.2
C 1.47693 -0.24708 -0.73284 -0.2 -0.4 -0.1
C 0.72300 0.55617 0.27621 0.1 -0.1 0.0
C -0.65087 1.14548 0.20092 -0.2 0.3 -0.1
N -0.43995 -0.10151 0.88729 -0.2 0.0 0.0
C -1.12752 -1.19280 0.27322 -0.2 0.1 -0.2
O -2.12530 -1.01818 -0.38617 0.5 -0.2 0.4
H 2.38669 0.21174 -1.16436 -0.2 0.1 0.0
H 1.40682 1.15067 0.89532 -0.2 -0.6 0.3
H -1.25966 1.12284 -0.70038 0.3 -0.1 0.1
H -0.82573 1.97156 0.88534 0.0 0.1 -0.3
H -0.76701 -2.19699 0.52764 0.1 0.3 0.1
```
Positions in Å, forces in eV/Å.

Taken from the Mulliken analysis, the atomic charges in e are: atom 1 (O): -0.45, atom 2 (C): -0.04, atom 3 (C): -0.04, atom 4 (C): -0.48, atom 5 (N): -0.29, atom 6 (C): 0.21, atom 7 (O): -0.50, atom 8 (H): 0.37, atom 9 (H): 0.33, atom 10 (H): 0.27, atom 11 (H): 0.26, atom 12 (H): 0.37

***

Here is the molecule C3H7ClOS2 from the OMol25 dataset. Energies are from the ωB97M-V functional and the def2-TZVPD basis.

## Properties
SMILES: CC(C)OSSCl

Structure (XYZ):
```
14
Properties=species:S:1:pos:R:3:forces:R:3
C 0.88589 1.49826 -0.16961 -3.0 1.6 -2.3
C -1.08630 0.06796 -1.19547 -0.1 -0.8 -1.7
C 0.00446 0.25785 -0.19628 0.5 -0.7 -0.2
O 0.85364 -0.96377 -0.35179 -0.1 0.5 3.4
S 1.53985 -1.44976 1.29149 -0.8 0.1 -2.2
S 0.09612 -1.69655 2.60836 0.1 0.4 -0.6
Cl -0.94345 -3.40628 2.14107 0.1 -0.1 0.1
H 0.66431 2.04238 0.71799 -0.2 0.7 0.6
H 1.81831 1.12694 -0.07252 3.4 -0.7 0.0
H 0.77461 2.21824 -1.06350 0.3 -1.3 1.2
H -1.66707 0.94913 -1.40259 0.0 0.7 0.1
H -1.83660 -0.68674 -0.89438 0.7 0.1 0.0
H -0.63071 -0.25406 -2.16900 -0.5 0.2 0.7
H -0.47306 0.29642 0.75623 -0.3 -0.8 1.0
```
Positions in Å, forces in eV/Å.

Taken from the Mulliken analysis, the atomic charges in e are: atom 1 (C): -1.18, atom 2 (C): -1.41, atom 3 (C): 0.76, atom 4 (O): -0.47, atom 5 (S): 0.15, atom 6 (S): 0.06, atom 7 (Cl): -0.14, atom 8 (H): 0.32, atom 9 (H): 0.38, atom 10 (H): 0.27, atom 11 (H): 0.40, atom 12 (H): 0.30, atom 13 (H): 0.32, atom 14 (H): 0.26

***

Here is the molecule C2H4FN from the OMol25 dataset. Energies are from the ωB97M-V functional and the def2-TZVPD basis.

## Properties
SMILES: FN1CC1

Structure (XYZ):
```
8
Properties=species:S:1:pos:R:3:forces:R:3
C 0.08979 0.32808 0.70816 -2.9 2.1 -1.0
C 0.09064 -0.19814 -0.73419 3.5 2.1 4.3
N 1.01305 1.17743 -0.11063 -1.7 -2.7 -0.9
F 0.32602 2.35163 -0.58454 0.0 -0.9 0.8
H -0.86707 0.90118 1.09173 1.7 -1.0 -1.3
H 0.36997 -0.23858 1.56480 1.4 -0.3 0.2
H 0.85425 -0.97576 -0.93684 -1.2 0.6 -0.4
H -0.76509 0.14016 -1.21636 -0.9 0.1 -1.6
```
Positions in Å, forces in eV/Å.

Taken from the Mulliken analysis, the atomic charges in e are: atom 1 (C): -0.30, atom 2 (C): -0.40, atom 3 (N): -0.15, atom 4 (F): -0.20, atom 5 (H): 0.22, atom 6 (H): 0.27, atom 7 (H): 0.25, atom 8 (H): 0.31

***

Here is a 5-piece molecular cluster, C21H54BNO10P overall from the OMol25 dataset. Energies are from the ωB97M-V functional and the def2-TZVPD basis.

## Properties
Net charge: -1

Structure (XYZ):
```
88
Properties=species:S:1:pos:R:3:forces:R:3
N 3.65595 -2.87522 0.64254 -2.0 0.3 -1.9
B 3.52433 -3.14814 -0.85958 0.3 -3.5 1.9
O 3.50378 -4.60537 -1.23832 2.0 3.0 1.3
P 3.37471 -1.82221 -2.23267 0.1 0.9 -2.3
C 2.15028 -0.73488 -1.23273 -0.7 1.3 1.6
O 1.02249 -0.21238 -2.02424 -1.6 -0.4 2.8
C -0.24339 -0.30116 -1.23114 0.7 0.0 -1.0
O -0.74866 -1.68604 -1.46361 -2.0 2.5 -0.1
C -2.24062 -1.62014 -1.60901 -0.4 -0.4 0.2
C -2.85527 -3.07625 -2.14497 1.4 0.4 -0.4
O -2.27124 -4.19092 -1.33341 -0.2 0.3 -2.5
C 4.52147 -2.74763 -3.44722 6.4 -2.5 -5.1
O 4.24375 -3.88555 -4.09707 0.1 4.9 3.2
O 5.84435 -2.10992 -3.73036 -6.3 -2.2 2.1
H 2.78267 -3.32131 1.05652 1.7 0.5 -0.3
H 3.61640 -1.85574 0.86118 0.0 -1.1 -0.2
H 4.48770 -4.85580 -1.16978 -2.1 0.3 -0.3
H 2.30908 -1.96715 -3.23418 0.3 -0.3 0.7
H 4.29907 -0.68044 -2.27021 -0.2 -0.8 0.1
H 1.71758 -1.37482 -0.35325 0.7 1.4 -1.3
H 2.77671 0.20613 -0.86587 -1.3 -1.8 -0.2
H -0.99347 0.52260 -1.62463 1.5 -1.8 0.4
H -0.07168 -0.07246 -0.09016 -0.1 -0.8 -2.1
H -2.56081 -0.78943 -2.40058 0.7 -1.7 1.6
H -2.64486 -1.32180 -0.55009 0.4 -0.6 -2.0
H -2.49382 -3.22610 -3.25991 -0.8 0.5 2.2
H -4.03291 -3.09951 -2.13042 2.4 0.2 0.2
H -1.78957 -4.78541 -1.99861 -1.0 1.4 1.6
C -5.48051 1.29020 2.00923 -0.1 0.2 -0.1
C -4.26962 0.38996 2.17740 0.1 0.0 -0.1
O -3.21049 0.68541 1.26728 -0.1 -0.1 0.0
C -2.65634 1.99619 1.34437 0.0 0.0 0.0
C -2.05700 2.32285 2.70108 0.1 -0.1 0.2
H -5.86544 1.22829 0.98572 0.0 -0.1 0.1
H -6.27534 0.99297 2.70173 0.1 0.0 -0.1
H -5.24109 2.33740 2.20521 0.0 0.0 0.1
H -4.56937 -0.64496 1.98108 0.2 0.1 -0.1
H -3.89847 0.41183 3.20806 0.0 0.1 0.0
H -3.40513 2.74028 1.05329 0.0 0.0 0.1
H -1.86486 2.04596 0.58916 -0.2 -0.2 0.0
H -2.80744 2.30061 3.49516 0.0 0.1 -0.1
H -1.61026 3.32233 2.69097 -0.1 -0.1 -0.1
H -1.28225 1.59363 2.96315 -0.1 0.1 -0.1
C -4.05142 7.73845 1.51530 0.1 0.1 0.0
C -4.73799 6.46518 1.97615 0.1 -0.1 0.0
O -3.86438 5.56010 2.65066 0.0 -0.1 0.0
C -3.24417 6.04522 3.83859 -0.1 0.0 0.0
C -4.23323 6.45080 4.91741 -0.2 0.0 0.0
H -3.20834 7.50305 0.85697 -0.1 0.0 0.1
H -4.75596 8.37503 0.96936 0.1 -0.1 0.1
H -3.65906 8.31726 2.35397 -0.1 0.0 0.0
H -5.12057 5.93314 1.09865 0.2 -0.1 0.2
H -5.60814 6.68787 2.60365 0.0 0.1 0.0
H -2.56103 6.86688 3.59924 -0.1 0.1 0.0
H -2.62110 5.23001 4.22133 -0.1 0.0 -0.3
H -4.87589 7.27334 4.59396 0.1 0.0 0.1
H -3.70368 6.77481 5.81920 0.0 -0.1 -0.1
H -4.88519 5.60876 5.17544 0.1 0.1 0.0
C 8.20948 -3.30662 4.71632 0.1 -0.2 0.0
C 7.31950 -2.08891 4.54279 -0.2 0.0 -0.3
O 6.51576 -2.13521 3.36415 0.2 0.2 0.2
C 5.60241 -3.22456 3.26278 -0.1 0.0 -0.1
C 4.58241 -3.26794 4.38720 0.0 0.1 0.2
H 8.86327 -3.43110 3.84647 -0.1 0.1 0.1
H 8.83221 -3.19901 5.61092 -0.1 0.0 -0.1
H 7.62856 -4.22513 4.82223 0.0 0.0 0.1
H 7.95210 -1.19935 4.45365 -0.2 -0.1 -0.2
H 6.68811 -1.92957 5.42395 0.0 -0.1 0.1
H 6.14951 -4.17020 3.18842 0.0 -0.1 0.1
H 5.07279 -3.10113 2.31223 0.3 0.1 0.2
H 5.05562 -3.40318 5.36290 -0.1 -0.1 0.0
H 3.88291 -4.09665 4.23698 0.1 0.1 0.0
H 4.01523 -2.33121 4.42614 0.0 -0.1 -0.1
C -1.44743 -1.03377 -8.22285 0.1 0.0 -0.1
C -2.03900 -1.14487 -6.82905 0.2 -0.2 0.2
O -1.48508 -2.21178 -6.05949 -0.5 0.1 -0.1
C -0.08212 -2.15465 -5.81539 0.3 0.1 0.1
C 0.35206 -0.91151 -5.05863 -0.2 0.1 0.0
H -1.57983 -1.97226 -8.77177 0.0 0.1 0.1
H -1.93665 -0.22850 -8.78131 0.0 -0.1 0.1
H -0.37708 -0.81934 -8.19621 -0.1 0.1 0.0
H -3.11167 -1.34791 -6.91616 0.1 -0.2 0.1
H -1.94889 -0.19936 -6.28278 0.1 0.0 -0.1
H 0.46917 -2.25783 -6.75588 0.0 0.0 0.0
H 0.16705 -3.03635 -5.21555 -0.2 0.1 -0.1
H 0.13863 0.00260 -5.61814 0.1 0.0 -0.1
H 1.42881 -0.93994 -4.86257 -0.3 0.0 0.0
H -0.17812 -0.84058 -4.10231 0.2 -0.1 -0.1
```
Positions in Å, forces in eV/Å.

Taken from the Mulliken analysis, the atomic charges in e are: atom 1 (N): -0.63, atom 2 (B): 0.48, atom 3 (O): -0.47, atom 4 (P): 0.68, atom 5 (C): -0.73, atom 6 (O): -0.30, atom 7 (C): -0.20, atom 8 (O): -0.20, atom 9 (C): 0.00, atom 10 (C): -0.38, atom 11 (O): -0.54, atom 12 (C): 0.24, atom 13 (O): -0.66, atom 14 (O): -0.76, atom 15 (H): 0.24, atom 16 (H): 0.25, atom 17 (H): 0.29, atom 18 (H): -0.29, atom 19 (H): -0.08, atom 20 (H): 0.23, atom 21 (H): 0.21, atom 22 (H): 0.24, atom 23 (H): 0.25, atom 24 (H): 0.24, atom 25 (H): 0.05, atom 26 (H): 0.16, atom 27 (H): 0.24, atom 28 (H): 0.34, atom 29 (C): -0.83, atom 30 (C): -0.35, atom 31 (O): -0.28, atom 32 (C): -0.29, atom 33 (C): -1.04, atom 34 (H): 0.29, atom 35 (H): 0.40, atom 36 (H): 0.02, atom 37 (H): 0.35, atom 38 (H): 0.30, atom 39 (H): 0.23, atom 40 (H): 0.31, atom 41 (H): 0.26, atom 42 (H): 0.33, atom 43 (H): 0.33, atom 44 (C): -1.09, atom 45 (C): -0.35, atom 46 (O): -0.32, atom 47 (C): -0.28, atom 48 (C): -1.13, atom 49 (H): 0.30, atom 50 (H): 0.39, atom 51 (H): 0.26, atom 52 (H): 0.31, atom 53 (H): 0.33, atom 54 (H): 0.32, atom 55 (H): 0.29, atom 56 (H): 0.26, atom 57 (H): 0.39, atom 58 (H): 0.30, atom 59 (C): -1.00, atom 60 (C): -0.33, atom 61 (O): -0.40, atom 62 (C): 0.18, atom 63 (C): -1.13, atom 64 (H): 0.29, atom 65 (H): 0.38, atom 66 (H): 0.26, atom 67 (H): 0.33, atom 68 (H): 0.28, atom 69 (H): 0.23, atom 70 (H): -0.03, atom 71 (H): 0.35, atom 72 (H): 0.38, atom 73 (H): 0.27, atom 74 (C): -1.08, atom 75 (C): -0.30, atom 76 (O): -0.46, atom 77 (C): -0.49, atom 78 (C): -0.75, atom 79 (H): 0.27, atom 80 (H): 0.39, atom 81 (H): 0.28, atom 82 (H): 0.36, atom 83 (H): 0.29, atom 84 (H): 0.31, atom 85 (H): 0.35, atom 86 (H): 0.30, atom 87 (H): 0.47, atom 88 (H): 0.08

***

Here is the molecule C6H15N from the OMol25 dataset. Energies are from the ωB97M-V functional and the def2-TZVPD basis.

## Properties
SMILES: CC(C)C[C@@H](C)N

Structure (XYZ):
```
22
Properties=species:S:1:pos:R:3:forces:R:3
C 1.24587 0.18893 1.83077 0.1 -0.3 0.3
C 0.59791 1.07700 0.77329 -0.5 -0.6 -0.3
C 0.34436 0.31335 -0.54095 1.0 0.8 0.2
C -0.56427 -0.88542 -0.46237 -1.0 0.1 0.1
C -2.02923 -0.45198 -0.23710 -0.6 1.0 0.2
C -0.47007 -1.76393 -1.69539 0.9 -0.5 0.0
N 1.38858 2.22888 0.45919 0.3 0.6 0.5
H 1.31164 0.68711 2.80344 0.1 0.1 -0.2
H 0.68231 -0.73183 2.00349 -0.1 0.1 0.0
H 2.25119 -0.11124 1.53056 0.1 0.1 -0.1
H -0.38894 1.37275 1.16656 0.1 0.1 -0.1
H 1.33927 0.09470 -0.95706 -0.1 -0.5 0.2
H -0.02598 1.05541 -1.24329 -0.5 0.1 -0.2
H -0.32464 -1.49031 0.40562 0.4 -0.1 0.0
H -2.18796 0.63622 -0.32038 0.4 -0.2 -0.1
H -2.72827 -0.85371 -0.96523 0.0 -0.4 -0.1
H -2.43195 -0.66440 0.75392 0.2 -0.3 0.0
H -0.64077 -2.79732 -1.43653 -0.5 -0.4 0.1
H -1.17097 -1.49021 -2.47580 0.1 0.2 -0.2
H 0.56056 -1.80842 -2.07047 -0.2 0.4 -0.2
H 1.46574 2.97992 1.12208 0.0 -0.1 -0.1
H 1.77565 2.41449 -0.44434 -0.2 -0.2 -0.1
```
Positions in Å, forces in eV/Å.

Taken from the Mulliken analysis, the atomic charges in e are: atom 1 (C): -1.44, atom 2 (C): 0.70, atom 3 (C): -1.54, atom 4 (C): 1.27, atom 5 (C): -1.40, atom 6 (C): -1.56, atom 7 (N): -0.48, atom 8 (H): 0.38, atom 9 (H): 0.33, atom 10 (H): 0.27, atom 11 (H): 0.17, atom 12 (H): 0.46, atom 13 (H): 0.38, atom 14 (H): 0.03, atom 15 (H): 0.32, atom 16 (H): 0.37, atom 17 (H): 0.31, atom 18 (H): 0.40, atom 19 (H): 0.35, atom 20 (H): 0.35, atom 21 (H): 0.17, atom 22 (H): 0.15

***

Computed F_max, in the same sequence as the records: 0.014, 0.080, 0.116, 0.165, 0.026 hartree/bohr.
Computed electronic energy, in the same sequence as the records: -360.5877, -1450.2639, -233.0678, -2005.6577, -292.3465 Ha.
Computed HOMO-LUMO gap, in the same sequence as the records: 10.35, 9.33, 11.16, 5.55, 9.79 eV.